No. 1
Here is CH2N2O2S2 in the gas phase from OMol25. Energies are from ωB97M-V/def2-TZVPD.

Each line ends with the natural charge from an NBO analysis.
Geometry (Å):
O1 -0.03 -0.79 1.30  -0.928
H1 -2.10 -0.53 0.70  0.430
N1 -1.89 0.18 0.00  -1.053
N2 3.28 -0.12 0.03  -0.362
S1 0.51 1.68 0.11  0.081
O2 0.18 -0.87 -1.11  -0.903
S2 -0.29 -0.20 0.05  2.126
C1 2.39 0.54 -0.06  0.186
H2 -2.05 0.11 -1.02  0.424

Summary:
HOMO-LUMO gap, eV: 8.9
E_LUMO, eV: -2.176
2S+1: 1
Highest occupied orbital energy, eV: -11.03
SMILES: N#CSS(N)(=O)=O
ΔE to the lowest compared entry with this formula, charge and spin, kcal per mole: 66.3

***

No. 2
Here is 3 unconnected molecules or ions with the total composition C13H12Cl2F2 from OMol25. Energies are from ωB97M-V/def2-TZVPD.

Each line ends with the natural charge from an NBO analysis.
Geometry (Å):
H1 -0.53 0.50 -0.92  0.246
H2 -3.40 -2.51 -1.97  0.215
C1 -1.39 0.96 2.28  -0.457
C2 -2.13 -0.82 -1.39  -0.188
C3 1.00 0.77 2.34  -0.488
H3 -0.50 -1.59 4.34  0.182
H4 -2.20 1.59 1.92  0.187
C4 -2.52 -1.91 -2.14  -0.306
C5 -0.37 -2.01 -3.23  -0.301
C6 -0.15 1.39 1.89  0.405
H5 0.31 -2.50 -3.91  0.215
H6 -2.46 -0.57 3.41  0.174
F1 -0.04 2.40 1.03  -0.364
H7 3.51 3.76 -1.58  0.212
C7 3.50 2.83 -1.00  -0.390
C8 -1.65 -2.53 -3.04  0.393
H8 -2.77 -0.42 -0.62  0.232
C9 0.02 -0.95 -2.46  -0.191
C10 0.88 -0.35 3.19  -0.338
Cl1 2.73 1.50 -1.96  -0.044
H9 2.95 3.01 -0.09  0.240
F2 -1.99 -3.63 -3.72  -0.335
H10 1.97 1.16 2.05  0.178
C11 -1.51 -0.19 3.09  -0.390
H11 1.78 -0.74 3.64  0.174
Cl2 5.18 2.56 -0.59  -0.032
H12 1.02 -0.55 -2.58  0.208
C12 -0.36 -0.85 3.56  -0.225
C13 -0.86 -0.30 -1.56  -0.211

Summary:
HOMO-LUMO gap (spin up / spin down), eV: 2.0 / 6.6
E_LUMO (spin up / spin down), eV: 2.734 / 2.683
2S+1: 2
Highest occupied orbital energy (spin up / spin down), eV: 0.70 / -3.93
Net charge: -1

***

No. 3
Here is a molecular structure, C51H52As2BrN8S2SnTe from OMol25. Energies are from ωB97M-V/def2-TZVPD.

Each line ends with the Mulliken charge.
Geometry (Å):
H1 -3.00 -3.66 -1.21  0.455
C1 -1.08 -2.51 2.73  -0.220
H2 -2.85 6.14 -3.29  0.367
C2 -3.49 -2.72 2.25  -0.471
H3 2.75 2.23 8.36  0.351
H4 -2.39 -3.97 3.62  0.495
N1 2.31 -7.52 1.91  -0.685
H5 -4.82 0.30 -3.94  0.396
H6 -2.66 -2.31 4.18  0.210
H7 -4.42 0.98 2.60  0.313
H8 3.80 0.89 6.34  0.390
C3 -0.70 1.96 3.30  0.202
H9 -4.49 -2.94 2.62  0.496
C4 -4.58 0.79 1.53  -1.067
N2 3.24 -5.26 2.30  -0.877
C5 2.74 0.93 6.56  -0.579
C6 1.12 3.18 2.34  0.338
H10 -3.24 3.85 -3.56  0.347
C7 0.48 1.91 2.60  -0.939
H11 -0.46 -6.77 0.31  0.480
H12 -3.68 1.36 -0.33  -0.012
H13 -5.51 -1.14 1.85  0.445
H14 -1.03 -2.22 -1.52  -0.185
C8 -2.24 1.60 -5.72  -0.845
C9 -2.42 -2.93 3.31  -0.877
H15 -1.16 6.65 -3.36  0.370
H16 3.82 4.62 0.78  0.421
H17 0.53 6.56 2.73  0.346
C10 -3.40 1.32 0.73  -0.614
C11 4.52 -5.67 -2.10  -0.804
H18 -4.36 1.46 -6.08  0.374
Te1 2.22 -1.07 4.21  -0.253
C12 -0.59 -5.78 -0.12  -1.018
S1 -1.61 2.93 -0.53  0.071
C13 0.49 4.40 2.74  1.294
H19 2.45 -5.24 -2.42  0.259
H20 -4.83 -0.91 0.24  0.168
H21 -3.14 2.33 1.03  0.501
C14 0.39 -3.69 -0.86  1.024
H22 0.07 3.04 -3.12  0.344
C15 3.71 1.91 -2.59  -1.024
H23 -1.21 1.02 3.53  0.801
H24 -0.32 -2.51 3.50  0.176
C16 3.44 3.22 -2.95  -0.534
C17 -1.82 5.78 -3.35  -1.219
C18 5.72 -5.24 -1.54  -0.441
N3 -3.20 3.52 -2.61  -0.354
H25 0.89 -0.82 -4.53  0.656
Br1 3.41 1.84 1.16  -0.225
C19 4.62 -3.25 -0.75  -0.674
C20 1.05 5.66 2.41  -1.052
C21 5.76 -4.02 -0.87  -0.531
H26 -0.34 -1.88 -3.87  0.656
H27 -3.52 2.58 -2.47  0.019
H28 -2.03 2.09 -6.66  0.422
H29 -2.22 3.11 4.33  0.506
H30 1.50 -5.35 -0.04  0.442
C22 2.36 3.35 1.65  0.822
C23 3.38 -4.89 -1.98  -0.144
N4 -1.13 -1.16 2.14  0.575
S2 0.24 0.54 6.44  -0.074
C24 1.81 0.27 5.80  0.242
C25 2.77 -4.11 1.97  0.481
C26 3.41 -3.67 -1.30  0.359
C27 -3.55 1.25 -5.40  -0.489
C28 -3.81 0.59 -4.20  -0.491
C29 -1.20 1.31 -4.85  -0.216
H31 -3.29 -3.39 1.41  0.009
C30 0.81 1.52 7.72  -0.585
Sn1 1.09 -0.16 1.80  1.069
N5 -1.48 4.97 -2.20  0.026
C31 -4.67 -0.71 1.31  -0.632
H32 -1.36 0.92 0.88  -0.736
C32 1.65 -2.32 -3.14  -1.327
C33 1.09 2.71 -2.99  -0.043
C34 -0.73 4.35 3.47  -1.101
H33 -2.73 -5.95 -0.29  0.383
H34 4.26 3.93 -3.08  0.379
H35 6.61 -5.85 -1.62  0.369
H36 6.69 -3.69 -0.41  0.384
N6 2.35 -3.05 1.68  -0.318
C35 -1.45 0.67 -3.63  0.384
H37 -0.69 5.20 -1.63  0.243
C36 2.72 -6.44 2.08  0.669
As1 -0.07 0.06 -2.35  1.547
H38 -1.68 5.25 -4.29  0.365
C37 -0.90 -3.23 -1.16  -0.423
C38 -1.86 -5.32 -0.45  -0.516
C39 2.88 4.57 1.32  -0.629
H39 1.91 4.65 -3.42  0.420
H40 2.89 -0.01 -2.12  0.379
C40 0.57 -1.34 -3.62  -1.296
H41 4.48 -6.62 -2.61  0.380
N7 -2.25 0.45 0.90  1.598
C41 0.52 -4.97 -0.33  -0.634
H42 -5.50 1.29 1.22  0.459
H43 -2.96 -0.18 -2.38  0.411
C42 2.17 1.65 7.66  -0.393
H44 1.45 -3.31 -3.54  0.605
C43 -1.30 3.16 3.75  -1.375
H45 4.64 -2.32 -0.18  0.406
As2 1.88 -2.46 -1.14  0.541
H46 0.13 1.97 8.42  0.376
H47 -0.19 1.58 -5.12  0.409
C44 2.21 5.75 1.70  -0.655
H48 -1.17 5.29 3.79  0.316
C45 2.13 3.62 -3.14  -0.977
C46 -2.13 3.84 -1.83  -0.202
C47 -2.76 0.32 -3.32  -0.941
C48 2.67 1.00 -2.44  -0.520
C49 -2.01 -4.04 -0.97  -0.920
H49 -0.75 -3.23 1.97  -0.147
H50 4.73 1.59 -2.41  0.424
C50 -2.25 -0.71 1.66  -0.692
H51 2.64 -2.02 -3.50  0.626
C51 1.34 1.38 -2.65  0.478
H52 2.63 6.71 1.43  0.406
N8 -3.46 -1.33 1.81  0.305

Summary:
HOMO-LUMO gap, eV: 5.7
E_LUMO, eV: 1.655
2S+1: 1
Highest occupied orbital energy, eV: -4.07
Net charge: -1
ΔE to the lowest compared entry with this formula, charge and spin, kcal per mole: 24.5

***

No. 4
Here is 2 unconnected molecules or ions with the total composition C5H14 from OMol25. Energies are from ωB97M-V/def2-TZVPD.

Each line ends with the natural charge from an NBO analysis.
Geometry (Å):
H1 -2.10 1.41 -2.47  0.248
H2 0.20 0.52 3.20  0.222
H3 2.05 0.47 3.20  0.228
H4 0.33 -1.50 1.60  0.238
C1 1.10 -0.06 3.06  -0.608
C2 -0.85 0.00 -1.18  -0.357
H5 1.25 0.29 -0.67  0.334
H6 -1.86 -0.31 -2.99  0.230
C3 0.63 0.40 -1.57  -0.531
H7 -0.95 -1.14 -1.13  0.315
C4 -2.06 0.39 -2.13  -0.535
H8 -1.07 0.41 -0.16  0.237
H9 0.81 0.02 0.93  0.197
H10 2.15 -0.88 1.44  0.236
H11 0.88 1.50 -1.73  0.340
H12 -2.99 0.13 -1.66  0.263
H13 1.13 -0.76 3.86  0.251
C5 1.07 -0.73 1.65  -0.575
H14 0.85 -0.20 -2.45  0.267

Summary:
HOMO-LUMO gap (spin up / spin down), eV: 12.9 / 4.2
E_LUMO (spin up / spin down), eV: -2.901 / -11.151
2S+1: 2
Highest occupied orbital energy (spin up / spin down), eV: -15.79 / -15.32
Net charge: +1
ΔE to the lowest compared entry with this formula, charge and spin, kcal per mole: 30.0

***

no.,molecular weight (g mol⁻¹)
1,138.2
2,277.1
3,1317.2
4,74.2